[1]
124
Properties=species:S:1:pos:R:3:forces:R:3:lowdin_charge:R:1 method="wB97M-V/def2-TZVPD" spin_multiplicity=1 energy_ev=-68418.943 charge=+1
Sr 4.9347 -2.5141 1.9769 -0.96 -0.27 -0.51 1.305
C 0.2302 2.4233 2.0289 0.81 -1.14 0.89 -0.019
C -0.6597 1.1489 2.0156 -3.34 1.21 -1.11 -0.479
C -2.0555 1.6992 1.5358 0.01 -0.05 -3.52 -0.134
C -2.0928 2.0024 -0.0649 0.80 -1.58 1.47 -0.144
C -1.5749 0.7439 -0.8463 -0.45 0.78 1.46 -0.153
C -0.1858 0.1477 -0.3240 -2.60 -0.01 -2.02 -0.431
N -0.1778 -0.0001 1.1628 2.94 0.17 1.63 -0.065
O 1.0538 -0.4974 1.7724 -3.01 0.60 -2.06 -0.216
C 0.8210 1.1490 -0.9137 1.50 -1.50 0.97 -0.059
C -0.1296 -1.2892 -1.1356 -0.54 1.22 2.05 -0.011
C -1.0817 0.6787 3.4290 1.77 0.12 0.04 -0.055
H -0.2097 3.3712 1.7187 -0.34 -0.38 -0.29 0.083
H 1.1422 2.2346 1.4625 0.10 0.19 0.33 0.066
H 0.4480 2.5225 3.0923 0.64 0.43 -0.06 0.075
H -2.3497 2.6366 2.0078 0.41 -0.18 0.47 0.107
H -2.8321 0.9653 1.7511 -0.11 -0.10 -0.11 0.101
H -1.4470 2.8252 -0.3717 0.10 0.23 0.51 0.086
H -3.0926 2.2850 -0.3943 -0.08 -0.21 0.09 0.098
H -1.4455 1.1490 -1.8499 0.25 -0.69 -0.29 0.108
H -2.3496 -0.0227 -0.8575 -0.02 -0.04 0.02 0.098
H 0.7395 2.2209 -0.7336 -0.64 -0.23 0.07 0.077
H 0.9215 0.9253 -1.9758 0.12 0.23 0.08 0.079
H 1.6994 0.8055 -0.3674 0.89 0.42 -0.48 0.066
H -1.1072 -1.7645 -1.0555 -0.30 0.30 0.10 0.056
H 0.4865 -2.0275 -0.6225 0.78 0.32 -0.46 0.056
H 0.0099 -1.1279 -2.2046 0.59 -0.04 0.23 0.074
H -1.6199 -0.2687 3.4596 0.38 -0.12 -0.26 0.079
H -1.7331 1.3987 3.9244 0.13 0.27 -0.25 0.084
H -0.1327 0.6697 3.9651 -0.23 -0.66 0.64 0.071
C -7.7843 -0.3635 8.2139 -0.36 -0.35 0.67 -0.064
C -8.3186 -0.2008 6.8277 -0.54 -1.94 -0.35 -0.518
C -7.5528 0.6441 5.8388 -0.69 0.59 0.06 -0.049
O -8.2758 -1.4819 6.2389 0.50 -1.83 -1.41 -0.086
H -8.1334 0.4782 8.8119 1.29 0.35 0.32 0.087
H -6.7783 -0.7809 8.1706 0.69 1.37 0.20 0.090
H -8.1924 -1.2156 8.7574 -1.05 -0.17 -0.40 0.074
H -9.3921 -0.0146 6.8598 -0.01 1.19 0.06 0.138
H -7.6425 1.6745 6.1829 0.49 0.20 -0.37 0.083
H -8.0174 0.5244 4.8601 -0.39 0.30 0.09 0.077
H -6.5315 0.3248 5.6308 0.16 0.03 0.80 0.083
H -8.9503 -2.0828 6.5642 -0.05 0.22 0.29 0.091
C 1.1280 -2.8019 -8.4338 0.07 0.45 -1.54 -0.057
C 2.2267 -2.3851 -9.4216 -1.21 0.77 1.08 -0.532
C 2.4323 -0.8755 -9.5426 -0.70 -0.11 0.27 -0.055
O 3.3913 -2.9528 -8.9245 1.43 -1.04 -0.14 -0.050
H 0.2063 -2.5643 -8.9649 -0.41 0.40 0.62 0.077
H 1.2547 -2.2799 -7.4854 -0.28 -0.43 0.12 0.081
H 1.1374 -3.8918 -8.4440 0.16 0.04 0.79 0.080
H 1.8549 -2.8178 -10.3504 0.66 0.01 -0.51 0.134
H 1.4570 -0.3996 -9.6449 0.03 0.18 -0.78 0.077
H 3.1496 -0.6479 -10.3312 -0.31 0.20 -0.15 0.077
H 2.7940 -0.4124 -8.6246 0.35 -0.48 0.24 0.074
H 3.9496 -3.2166 -9.6595 0.22 0.01 0.04 0.095
C 5.6076 5.7789 1.3888 0.23 2.78 1.27 -0.296
C 4.5541 6.8540 1.8171 1.63 -0.47 -0.23 -0.235
O 4.1947 7.5701 0.6714 -0.32 0.35 -1.32 -0.074
O 4.9408 4.7233 0.8908 -0.78 -2.72 -1.20 -0.048
H 6.2660 5.4717 2.2013 -0.48 -0.22 0.44 0.117
H 6.3254 6.2239 0.6998 -0.13 0.31 -0.49 0.117
H 5.0316 7.5742 2.4814 -0.35 -0.27 0.80 0.114
H 3.6592 6.3204 2.1372 0.28 0.03 0.93 0.121
H 3.3585 8.0084 0.8453 -0.06 0.12 -0.10 0.083
H 4.4888 4.9773 0.0829 -0.05 0.09 -0.08 0.097
C -1.9811 8.4715 2.5321 1.46 1.46 1.04 -0.272
C -1.0157 9.0855 1.4803 -1.24 0.16 -1.24 -0.251
O 0.2696 9.4938 1.7828 1.86 -0.07 1.59 -0.065
O -2.9218 7.6485 1.9636 -1.19 -0.96 -1.15 -0.057
H -2.5680 9.2681 2.9894 0.62 0.49 0.46 0.115
H -1.4742 7.9031 3.3119 0.61 0.27 0.13 0.117
H -1.4351 10.0153 1.0961 -1.08 -0.51 -0.47 0.119
H -0.8773 8.3645 0.6745 -0.60 -0.19 -0.14 0.119
H 0.3301 10.4510 1.7403 -0.02 -0.17 0.19 0.087
H -3.6971 7.8242 2.5017 -0.34 -0.51 -0.43 0.090
C 3.1066 -6.6009 0.6253 -0.36 0.31 -2.22 -0.193
C 3.2400 -6.7739 2.1043 0.73 1.59 0.63 -0.230
O 2.9396 -5.5509 2.7542 -0.18 1.29 0.62 -0.125
O 3.8589 -5.4617 0.0536 0.73 -0.32 2.04 -0.133
H 2.0763 -6.4165 0.3210 -0.26 -0.19 0.39 0.123
H 3.4034 -7.5293 0.1375 0.23 0.00 -0.14 0.122
H 4.2746 -6.8616 2.4359 0.17 -0.85 -0.49 0.125
H 2.6313 -7.5638 2.5443 0.07 -0.29 -0.54 0.138
H 1.9965 -5.4113 2.8663 -0.27 -0.14 -0.05 0.090
H 3.6370 -5.1800 -0.8370 -0.54 -0.64 -0.16 0.075
C -2.7411 -6.4742 3.8042 3.00 1.14 -1.37 -0.173
C -2.4819 -4.9479 3.6660 -1.93 0.43 0.76 -0.275
O -1.2240 -4.4566 3.9615 2.53 -0.51 0.76 -0.070
O -1.9801 -7.1310 2.7533 -0.73 -0.25 -0.13 -0.098
H -3.8093 -6.6886 3.8377 0.12 -0.12 -0.19 0.117
H -2.1581 -6.8710 4.6353 -0.82 0.36 0.76 0.121
H -3.1442 -4.4760 4.3917 -0.68 0.05 -0.07 0.113
H -2.6401 -4.4647 2.7018 -1.30 -0.99 -0.58 0.120
H -1.1576 -3.5829 3.5693 0.11 -0.01 0.12 0.083
H -1.9592 -6.5503 1.9891 -0.19 -0.04 -0.13 0.064
C -6.7949 -2.4697 1.5443 0.64 0.56 1.56 -0.234
C -6.4585 -2.9232 0.1406 -1.20 -0.37 0.29 -0.243
O -7.3650 -3.9684 -0.1855 0.23 0.26 -0.83 -0.059
O -6.8679 -3.4761 2.5744 0.79 -0.82 -0.83 -0.084
H -7.7754 -2.0078 1.6602 0.07 0.51 -1.11 0.124
H -6.0085 -1.7708 1.8294 -0.01 0.48 0.11 0.108
H -5.4412 -3.1761 -0.1581 0.41 -0.43 0.96 0.112
H -6.5960 -2.0377 -0.4800 -0.77 -0.06 -0.24 0.118
H -7.1883 -4.6700 0.4455 -0.11 -0.12 0.13 0.079
H -7.1654 -3.0426 3.3777 -0.04 0.04 0.02 0.074
C 4.9766 -3.1859 -4.3495 0.85 1.13 1.41 -0.224
C 5.9921 -2.7566 -3.2072 0.13 -0.31 -0.91 -0.220
O 5.4996 -1.9417 -2.1493 -0.52 -0.29 0.08 -0.113
O 4.0568 -4.1425 -3.8664 0.25 -0.14 -0.07 -0.065
H 5.5128 -3.4895 -5.2486 0.35 -0.52 0.21 0.117
H 4.4440 -2.2975 -4.6889 -0.16 0.39 0.21 0.111
H 6.8400 -2.2383 -3.6550 -0.09 0.19 -0.48 0.111
H 6.4835 -3.5909 -2.7065 -0.51 -0.44 -0.16 0.113
H 5.2461 -1.0924 -2.5182 -0.08 0.22 -0.03 0.081
H 3.5817 -4.4546 -4.6400 -0.26 -0.21 0.05 0.086
C 5.0593 3.0267 -4.5789 -0.76 -0.33 0.88 -0.242
C 5.9180 2.8263 -5.8156 1.97 0.64 1.82 -0.179
O 7.2833 3.2604 -5.3993 -1.33 -0.42 -0.90 -0.099
O 5.5172 2.3469 -3.4000 0.06 -0.64 -0.43 -0.087
H 4.0750 2.5901 -4.7479 -0.09 0.02 -0.22 0.114
H 4.8743 4.0398 -4.2220 0.26 0.45 -0.92 0.121
H 5.6367 3.4095 -6.6925 -0.42 -0.12 0.12 0.118
H 6.0371 1.7625 -6.0210 -0.56 -0.07 -0.22 0.113
H 7.7938 2.8938 -6.1250 0.70 0.25 0.17 0.069
H 6.2865 2.7909 -3.0358 0.16 0.15 -0.28 0.077

=====

[2]
52
Properties=species:S:1:pos:R:3:forces:R:3:nbo_charge:R:1 method="wB97M-V/def2-TZVPD" spin_multiplicity=1 energy_ev=-49173.146 charge=-1
C 0.6766 -1.5231 -2.4545 -0.54 0.17 -0.49 -0.612
C -0.4944 -1.0795 -3.3865 -0.10 -0.32 0.98 -0.404
C -1.6423 -2.1077 -3.2473 0.74 0.56 -1.07 -0.380
C -2.7743 -1.8359 -4.2771 -0.15 -0.73 0.75 -0.449
C -3.8155 -0.8891 -3.7608 0.01 0.09 -0.40 0.005
C -4.9748 -1.2315 -3.2170 -1.33 -0.42 -0.04 -0.458
P -5.7422 -2.8524 -2.8748 0.43 0.14 2.35 1.320
N -5.5399 -3.2999 -1.3756 0.21 0.22 -0.67 -1.292
C -5.7460 0.0479 -2.8798 2.98 -2.31 -3.28 0.785
O -6.5764 0.2118 -2.1092 -3.00 1.04 2.25 -0.478
O -5.2022 0.9740 -3.7662 -0.01 1.55 1.29 -0.523
C -3.8442 0.6496 -3.7528 -2.24 -3.92 -0.76 0.767
O -2.9758 1.3872 -3.6888 2.93 3.07 -0.18 -0.462
H 1.0194 -0.7020 -1.8216 0.19 -0.20 -0.14 0.238
H 0.3194 -2.3275 -1.8010 0.19 0.19 0.02 0.204
H 1.4909 -1.9291 -3.0631 0.05 0.16 0.29 0.203
H -0.8649 -0.0847 -3.1094 0.13 -0.16 -0.04 0.214
H -0.1705 -1.0141 -4.4324 -0.08 -0.09 0.15 0.188
H -2.0190 -2.1474 -2.2198 -0.05 0.12 -0.19 0.218
H -1.1946 -3.0892 -3.4585 -0.30 0.08 0.00 0.205
H -3.2879 -2.7992 -4.4182 -0.03 0.28 -0.08 0.215
H -2.3818 -1.5677 -5.2627 0.07 0.30 0.27 0.232
H -5.2519 -3.8048 -3.8069 -0.37 0.47 -0.30 -0.062
H -7.1321 -2.6808 -3.0941 0.35 0.01 -0.84 -0.052
H -4.9843 -2.6049 -0.8839 -0.03 -0.28 0.19 0.378
C -0.0427 0.0701 1.6450 -0.26 0.20 0.22 -1.114
Si 1.2460 1.1000 2.5800 1.56 -0.89 -0.62 1.824
C 0.7879 0.9847 4.4119 -0.56 0.24 0.03 -1.134
C 0.9899 2.8887 2.0156 -0.57 0.13 0.19 -1.133
N 2.7909 0.5045 2.2356 -0.10 0.79 0.61 -1.733
Si 4.2095 1.1637 2.8787 -1.33 -0.98 -0.91 1.824
C 4.2977 1.0640 4.7670 0.52 0.26 0.13 -1.133
C 4.4991 2.9642 2.3694 0.51 0.14 0.33 -1.133
C 5.7004 0.1898 2.2318 0.26 0.29 0.25 -1.114
H -1.0521 0.4431 1.8535 -0.07 -0.07 -0.09 0.200
H 0.1342 0.1234 0.5684 0.03 -0.01 -0.01 0.213
H 0.0063 -0.9760 1.9577 0.04 0.01 -0.04 0.221
H -0.2814 1.1859 4.5560 0.00 -0.02 0.08 0.204
H 1.3358 1.7118 5.0136 0.07 -0.03 0.02 0.217
H 0.9963 -0.0161 4.7954 0.07 0.01 -0.03 0.225
H 1.3106 3.0135 0.9793 0.07 -0.03 0.02 0.224
H 1.5403 3.5946 2.6400 0.07 0.01 -0.03 0.216
H -0.0711 3.1639 2.0761 0.01 0.08 -0.04 0.204
H 3.6077 1.7621 5.2439 -0.07 -0.03 0.01 0.216
H 5.3068 1.3153 5.1182 -0.01 -0.02 0.08 0.203
H 4.0657 0.0528 5.1074 -0.07 0.01 -0.04 0.225
H 4.3873 3.0801 1.2899 -0.07 -0.03 0.00 0.224
H 5.5142 3.2810 2.6422 0.00 0.07 -0.05 0.203
H 3.8072 3.6431 2.8711 -0.07 0.00 -0.05 0.216
H 5.7552 0.2435 1.1422 -0.06 -0.04 0.00 0.220
H 5.6377 -0.8584 2.5319 -0.05 -0.01 -0.04 0.220
H 6.6293 0.6069 2.6399 0.07 -0.08 -0.06 0.198

=====

Strongest force on any atom across the listed records, respectively: 3.726; 4.993 eV/A.